No. 1
# C15H30AgN4O2Si

C15H30AgN4O2Si as an isolated structure (ωB97M-V/def2-TZVPD, the Open Molecules 2025 dataset).

Calculated values
largest force on an atom: 0.55 eV/A
E_HOMO: -3.49 eV
orbital gap: 6.23 eV
DFT total energy: -1395.6089 Eh
LUMO level: 2.743 eV
net charge: -1

```
53
Properties=species:S:1:pos:R:3:forces:R:3
Ag -1.0130 -0.7849 1.3492 0.00 -0.06 -0.52
Si -0.5413 -0.5037 -1.0235 -0.10 0.20 0.50
O -0.5142 -2.6366 2.6131 0.11 0.28 0.19
O -0.4361 -4.8530 2.2724 0.03 -0.19 -0.06
N -0.1039 0.8130 3.0132 -0.15 -0.05 0.14
N -2.3461 -3.7796 1.8191 -0.20 -0.12 -0.23
N 3.5193 2.8873 3.2707 0.08 0.05 -0.01
N -2.9650 -2.5948 1.3853 -0.19 0.04 0.15
C -0.9852 -3.7461 2.2493 0.26 -0.05 0.24
C 1.3563 -0.2153 -1.3080 0.10 -0.12 -0.02
C 2.0829 -1.2818 -0.4735 0.09 0.01 0.00
C -3.0568 0.3537 -1.8860 -0.04 0.06 -0.04
C -1.2355 1.1047 -3.3913 0.04 0.07 -0.12
C 1.8343 -0.3668 -2.7521 0.10 0.04 -0.14
C 2.2446 0.8351 3.4723 -0.14 -0.01 -0.03
C -1.5676 2.1730 -1.1723 0.00 0.08 0.02
C -0.8797 -2.1100 -1.9872 -0.04 -0.07 -0.26
C 1.0230 0.1931 3.3709 0.11 -0.01 0.02
C -0.0327 2.1181 2.7653 0.14 0.03 -0.02
C 2.3153 2.1959 3.1878 0.14 0.07 -0.01
C -1.6038 0.8466 -1.9320 -0.09 0.00 -0.10
C 1.7927 1.1497 -0.7800 0.05 0.08 -0.02
C 1.1352 2.8541 2.8474 -0.10 -0.11 -0.02
H -1.1927 0.1838 -3.9776 0.00 -0.06 0.01
H 1.4294 1.3201 0.2367 -0.03 -0.02 0.05
H -1.9758 1.7613 -3.8705 -0.03 0.01 0.01
H -0.2661 1.5992 -3.4881 -0.02 0.00 0.05
H 3.5678 3.7247 2.7113 -0.04 -0.03 0.02
H 2.8898 1.2137 -0.7614 0.03 0.01 0.01
H 1.7877 -1.2611 0.5773 -0.03 0.06 0.03
H 1.4387 0.4031 -3.4172 -0.02 0.00 0.06
H 1.1308 3.9116 2.6175 0.02 0.03 -0.01
H -3.0007 -2.5055 0.3748 0.04 -0.07 0.07
H -1.8312 2.0213 -0.1236 -0.02 -0.02 0.05
H -3.8982 -2.5423 1.7747 0.04 0.03 -0.10
H 3.1676 -1.1124 -0.5296 0.02 -0.02 0.01
H -0.5992 -2.0583 -3.0453 -0.01 -0.03 -0.02
H -2.2848 2.8826 -1.6077 -0.03 0.01 -0.01
H -1.9362 -2.3833 -1.9483 -0.06 0.01 0.03
H 1.5594 -1.3342 -3.1757 -0.03 -0.05 0.03
H -0.5865 2.6497 -1.1970 0.04 -0.04 -0.01
H -3.7270 1.1282 -2.2827 -0.02 0.01 0.00
H 1.4350 1.9720 -1.4050 -0.03 -0.02 -0.03
H 0.9386 -0.8758 3.5414 -0.03 -0.03 0.01
H -3.3687 0.1352 -0.8614 0.02 -0.01 0.05
H -3.2122 -0.5460 -2.4831 0.05 -0.05 -0.04
H 2.9307 -0.2991 -2.8010 0.02 0.01 0.02
H 3.1286 0.2719 3.7403 0.04 0.00 0.00
H -2.5019 -4.5955 1.2410 -0.04 0.09 0.07
H -0.3326 -2.9374 -1.5323 0.07 -0.02 0.02
H -0.9534 2.5967 2.4522 -0.03 0.01 0.02
H 4.3452 2.3196 3.1617 -0.05 -0.03 0.02
H 1.8949 -2.2956 -0.8318 -0.07 -0.01 -0.05
```
Forces are in eV/Å.



No. 2
# C2H7N4O

An isolated ion of composition C2H7N4O and charge +1 at a distorted geometry (ωB97M-V/def2-TZVPD, the Open Molecules 2025 dataset).

Calculated values
largest force on an atom: 3.45 eV/A
E_HOMO (spin up / spin down): -13.91 / -13.91 eV
orbital gap (spin up / spin down): 7.50 / 7.50 eV
DFT total energy: -374.2479 Eh
LUMO level (spin up / spin down): -6.411 / -6.410 eV
ΔE to the lowest compared entry with this formula, charge and spin: 126.57 kcal per mole
net charge: +1

```
14
Properties=species:S:1:pos:R:3:forces:R:3
O -1.4868 1.5180 -0.9026 -1.30 -0.85 -1.26
N -1.5668 -1.9836 0.3465 0.29 2.43 0.33
N -0.6223 -1.2482 0.0418 -0.04 0.02 1.58
N 1.0552 0.4128 0.3723 -0.61 0.06 2.63
N 1.5174 -0.0266 -0.8893 0.54 0.27 1.15
C -0.3070 0.0237 0.7511 -1.35 1.12 -1.12
C -1.0092 1.3701 0.1620 -0.01 -2.65 -1.50
H -1.7615 -2.8045 -0.2129 0.91 -0.56 -0.66
H 1.1285 1.3907 0.7209 0.95 -0.88 -1.03
H -0.6194 2.2274 0.5719 0.97 2.16 2.51
H 2.4923 -0.2356 -0.6618 -0.20 -0.27 -0.73
H 0.2233 -1.3809 -0.5679 -0.54 -0.51 -1.09
H -0.5602 0.0054 1.8211 0.62 -0.53 -0.28
H 1.5165 0.7313 -1.5530 -0.22 0.20 -0.53
```
Forces are in eV/Å.